# 1
{"formula": "C4H14NO", "method": "ωB97M-V with the def2-TZVPD basis set", "species": ["C", "C", "N", "C", "C", "H", "H", "H", "H", "H", "H", "H", "H", "H", "H", "H", "H", "H", "H", "O"], "positions_angstrom": [[1.39130, -0.46320, 1.02234], [0.55021, 0.65423, 0.60460], [-0.16840, 0.33292, -0.63669], [0.77923, 0.26670, -1.82155], [-0.39418, 1.11007, 1.73040], [2.24822, -0.64583, 0.35517], [0.79049, -1.41012, 0.92230], [1.58748, -0.69711, 2.12999], [1.44763, 1.28671, 0.43618], [-0.81920, -0.44160, -0.80050], [-0.65716, 1.17460, -0.86738], [1.84264, 0.93181, -1.95578], [1.22891, -0.77212, -1.70822], [0.04482, 0.30626, -2.69209], [0.28441, 1.00189, 2.60726], [-1.16074, 0.48301, 1.97557], [-0.82871, 2.04001, 1.53328], [-3.02368, -1.96275, -0.32710], [-2.85236, -1.52877, -1.62287], [-2.29094, -1.66668, -0.88490]], "nbo_charge": [-0.663, -0.085, -0.518, -0.472, -0.619, 0.229, 0.217, 0.279, 0.248, 0.484, 0.420, 0.284, 0.235, 0.238, 0.246, 0.225, 0.225, 0.498, 0.482, -0.954], "homo_energy_ha": -0.575, "gap_ev": 12.6, "spin_multiplicity": 1, "e_above_lowest_kj_mol": 254.1, "charge": 1}

---

# 2
{"formula": "C5H5NO2", "method": "ωB97M-V with the def2-TZVPD basis set", "species": ["C", "C", "C", "N", "O", "C", "O", "C", "H", "H", "H", "H", "H"], "positions_angstrom": [[1.80745, -0.70626, -0.62304], [0.64808, -0.19475, -0.07719], [0.61092, 1.32755, 0.21202], [-0.48601, 2.08541, -0.02417], [-1.64246, 1.29754, -0.60250], [-1.85491, -0.08805, -0.13348], [-2.97091, -0.56018, -0.27961], [-0.71256, -0.76609, 0.48247], [1.72172, -1.77356, -0.90624], [2.75855, -0.04661, -0.68076], [1.55753, 1.79808, 0.64530], [-0.74662, -1.86805, 0.43518], [-0.69077, -0.50502, 1.55201]], "nbo_charge": [-0.367, -0.046, 0.002, -0.082, -0.414, 0.783, -0.518, -0.565, 0.221, 0.234, 0.225, 0.263, 0.265], "homo_energy_ha": -0.373, "smiles": "C=C1C=NOC(=O)C1", "gap_ev": 10.1, "spin_multiplicity": 1, "e_above_lowest_kj_mol": 364.0, "charge": 0}

---

# 3
{"formula": "C35H31ClN8O3PRh", "method": "ωB97M-V with the def2-TZVPD basis set", "species": ["Rh", "C", "N", "C", "N", "C", "N", "C", "C", "C", "C", "C", "C", "C", "N", "N", "C", "O", "C", "C", "C", "C", "C", "C", "N", "C", "N", "C", "N", "C", "H", "H", "H", "H", "H", "H", "H", "H", "H", "H", "H", "H", "H", "H", "H", "H", "C", "P", "C", "C", "C", "C", "C", "C", "C", "H", "H", "H", "H", "H", "H", "H", "H", "H", "H", "H", "Cl", "C", "C", "C", "C", "C", "C", "C", "O", "O", "H", "H", "H", "H"], "positions_angstrom": [[-0.52269, -0.40930, 2.19989], [2.04477, 4.50728, 1.43158], [1.04660, 3.54547, 1.86105], [1.12499, 2.21332, 1.85177], [-0.05208, 1.71969, 2.20044], [-0.82267, 2.81941, 2.43950], [-0.18580, 3.94212, 2.22729], [2.32385, 4.43310, -0.05844], [3.50532, 4.99299, -0.56223], [3.80326, 4.95168, -1.92004], [2.93791, 4.33603, -2.79868], [1.75003, 3.77544, -2.30201], [1.44108, 3.83866, -0.93220], [0.86967, 3.10770, -3.19480], [1.05514, 2.87349, -4.49433], [0.01827, 2.18634, -4.92285], [-0.80120, 2.01202, -3.88571], [-0.30085, 2.58539, -2.76771], [-2.04392, 1.32612, -3.86499], [-2.48100, 0.64723, -5.01608], [-3.67360, -0.03890, -4.97446], [-4.42516, -0.06110, -3.80078], [-4.00134, 0.61684, -2.65346], [-4.82027, 0.56445, -1.37508], [-4.05659, -0.00130, -0.27390], [-3.19396, 0.58886, 0.55884], [-2.63930, -0.32418, 1.33429], [-3.22258, -1.48682, 0.92404], [-4.08682, -1.32266, -0.04303], [-2.81514, 1.31780, -2.69192], [2.96543, 4.34447, 1.99166], [1.65759, 5.49052, 1.69576], [1.99294, 1.62522, 1.59349], [-1.84544, 2.77892, 2.77627], [4.19985, 5.46412, 0.12345], [4.71918, 5.39498, -2.28488], [3.15374, 4.27243, -3.85706], [0.51061, 3.40899, -0.58480], [-1.87185, 0.67237, -5.91003], [-4.02356, -0.56854, -5.84922], [-5.35642, -0.61370, -3.77485], [-5.68420, -0.07855, -1.51685], [-5.16443, 1.55780, -1.08806], [-3.00290, 1.64896, 0.59681], [-2.99819, -2.45532, 1.33660], [-2.47033, 1.86755, -1.82631], [0.51651, -1.40980, 5.65500], [-0.51459, -1.71164, 4.18639], [-2.08843, -2.29270, 4.89688], [0.21181, -3.11683, 3.30438], [1.59370, -3.17414, 3.11059], [2.13777, -4.17015, 2.31872], [1.31118, -5.10036, 1.70121], [-0.06236, -5.04923, 1.89052], [-0.61205, -4.06045, 2.68751], [1.52578, -1.11378, 5.37895], [0.55265, -2.32278, 6.24999], [0.06908, -0.60924, 6.24357], [-1.95021, -3.27196, 5.35560], [-2.87329, -2.35221, 4.14513], [-2.39972, -1.57772, 5.65843], [2.24170, -2.43755, 3.56699], [3.20932, -4.21840, 2.17772], [1.74194, -5.86882, 1.07287], [-0.70483, -5.77982, 1.41711], [-1.68309, -4.03289, 2.85328], [4.26378, -3.43717, -4.32769], [3.35729, -2.83003, -2.99994], [3.96914, -1.99152, -2.07482], [3.23590, -1.50817, -1.00711], [1.89511, -1.85205, -0.85836], [1.29147, -2.69214, -1.79037], [2.02008, -3.18458, -2.85720], [1.12277, -1.31864, 0.29247], [-0.13356, -1.54016, 0.34883], [1.68006, -0.64132, 1.19231], [5.01233, -1.73156, -2.19245], [3.69308, -0.86296, -0.26886], [0.25033, -2.95928, -1.66721], [1.56142, -3.84735, -3.57846]], "lowdin_charge": [0.949, -0.047, -0.126, -0.108, -0.036, -0.184, 0.139, -0.158, 0.035, -0.011, 0.037, -0.111, 0.061, -0.200, 0.180, 0.181, -0.200, 0.169, -0.111, 0.036, -0.009, 0.043, -0.157, -0.048, -0.113, -0.133, -0.013, -0.182, 0.146, 0.062, 0.144, 0.148, 0.140, 0.120, 0.137, 0.129, 0.134, 0.127, 0.134, 0.129, 0.135, 0.135, 0.144, 0.129, 0.110, 0.122, -0.231, 0.826, -0.236, -0.400, -0.100, -0.057, -0.054, -0.061, -0.104, 0.045, 0.068, 0.052, 0.068, 0.034, 0.054, 0.105, 0.117, 0.115, 0.114, 0.093, 0.719, -0.670, -0.089, -0.015, -0.153, -0.015, -0.089, -0.604, -0.111, -0.084, 0.111, 0.117, 0.118, 0.111], "homo_energy_ha": [-0.475, -0.479], "s2": 6.05, "gap_ev": [6.6, 3.6], "spin_multiplicity": 5, "charge": 2}

---

# 4
{"formula": "C21H13NO", "method": "ωB97M-V with the def2-TZVPD basis set", "species": ["C", "C", "C", "C", "C", "C", "C", "C", "C", "C", "C", "C", "C", "C", "C", "C", "C", "C", "N", "C", "C", "O", "C", "H", "H", "H", "H", "H", "H", "H", "H", "H", "H", "H", "H", "H"], "positions_angstrom": [[-2.61183, 2.18944, -2.88362], [-2.25192, 3.51194, -3.09284], [-1.41278, 4.08581, -2.21743], [-0.77143, 3.31798, -1.28340], [-1.02396, 1.97752, -1.10309], [-1.99827, 1.37128, -1.92154], [-0.19444, 1.15656, -0.08648], [-0.23376, -0.18757, -0.03323], [0.59756, -1.02169, 0.77265], [1.38859, -0.25109, 1.67630], [2.05223, -0.97643, 2.59289], [2.11302, -2.41740, 2.51070], [1.36402, -3.12604, 1.66829], [1.27642, -4.51276, 1.72617], [0.46904, -5.30685, 0.90026], [-0.25018, -4.66881, -0.14835], [-0.07414, -3.25764, -0.33405], [0.68298, -2.46762, 0.58840], [1.47264, 1.04576, 1.73116], [0.68900, 1.73013, 0.90069], [0.78336, 3.22503, 0.85314], [1.47640, 3.70396, -0.27753], [0.12698, 4.07023, -0.28697], [-3.16839, 1.70469, -3.66215], [-2.76692, 4.01196, -3.94288], [-1.23327, 5.17223, -2.20607], [-2.31634, 0.33681, -1.77414], [-0.94969, -0.65991, -0.72001], [2.38659, -0.31649, 3.39075], [2.59944, -2.93695, 3.31644], [1.99629, -4.91676, 2.47148], [0.60533, -6.37292, 1.09246], [-1.01634, -5.21266, -0.75656], [-0.54490, -2.85846, -1.22570], [0.75568, 3.69079, 1.88199], [-0.01702, 5.16589, -0.11773]], "nbo_charge": [-0.203, -0.210, -0.186, -0.089, 0.058, -0.217, -0.136, -0.057, -0.070, 0.123, -0.160, -0.176, -0.094, -0.153, -0.230, -0.202, -0.198, -0.021, -0.406, 0.229, 0.026, -0.466, 0.077, 0.211, 0.221, 0.215, 0.216, 0.189, 0.228, 0.212, 0.205, 0.226, 0.224, 0.215, 0.200, 0.197], "homo_energy_ha": -0.291, "smiles": "c1ccc2c(c1)-c1cc3c(ccc4ccccc43)nc1[C@H]1O[C@@H]21", "gap_ev": 7.6, "spin_multiplicity": 1, "e_above_lowest_kj_mol": 22.5, "charge": 0}

---

# 5
{"formula": "C32H29N4PPdS", "method": "ωB97M-V with the def2-TZVPD basis set", "species": ["Pd", "C", "C", "C", "C", "N", "C", "C", "C", "C", "C", "C", "C", "H", "H", "H", "H", "H", "H", "H", "H", "N", "P", "C", "C", "C", "C", "C", "C", "C", "C", "C", "C", "C", "C", "C", "C", "C", "C", "C", "C", "H", "H", "H", "H", "H", "H", "H", "H", "H", "H", "H", "H", "H", "H", "H", "S", "C", "N", "C", "C", "N", "H", "H", "H", "H", "H", "H"], "positions_angstrom": [[-0.24578, -0.11761, 1.54501], [-3.79107, 1.11461, 3.84915], [-4.25276, -0.11213, 4.30217], [-3.51138, -1.25391, 4.05759], [-2.30681, -1.15833, 3.37017], [-1.88269, 0.04360, 2.93172], [-2.60008, 1.14608, 3.15418], [-1.43156, -2.31367, 3.07496], [-1.61575, -3.56987, 3.65445], [-0.75296, -4.61063, 3.35147], [0.31018, -4.42291, 2.48146], [0.52295, -3.17484, 1.90144], [-0.35444, -2.15254, 2.19969], [-4.33922, 2.02855, 4.02525], [-5.18827, -0.17816, 4.84102], [-3.86727, -2.21878, 4.38593], [-2.19124, 2.07185, 2.77002], [-2.41990, -3.74314, 4.35735], [-0.90700, -5.57885, 3.80824], [0.97774, -5.24606, 2.26165], [1.36254, -3.02425, 1.23189], [-1.28523, 0.20469, -0.17987], [-0.64488, 0.79241, -1.61692], [-1.95393, 1.61360, -2.49410], [-3.25007, 1.10251, -2.42485], [-4.25106, 1.70495, -3.16612], [-3.95997, 2.80118, -3.97049], [-2.66850, 3.30633, -4.03868], [-1.65852, 2.71589, -3.29705], [0.75897, 1.88407, -1.35071], [1.93119, 1.70366, -2.09104], [3.00942, 2.55418, -1.88322], [2.91924, 3.57475, -0.94426], [1.75072, 3.75778, -0.21286], [0.66713, 2.92096, -0.42070], [-0.08402, -0.68080, -2.46883], [0.63602, -1.65206, -1.77436], [1.08841, -2.77686, -2.44066], [0.83477, -2.92687, -3.79941], [0.11904, -1.95928, -4.49106], [-0.34870, -0.83537, -3.82702], [-3.47011, 0.24563, -1.80082], [-5.26009, 1.31897, -3.11839], [-4.74751, 3.26735, -4.54750], [-2.45083, 4.16023, -4.66540], [-0.65165, 3.11494, -3.33763], [2.00191, 0.90751, -2.82149], [3.91318, 2.42826, -2.46507], [3.75763, 4.24170, -0.79098], [1.68238, 4.55960, 0.50983], [-0.24427, 3.06919, 0.14642], [0.82946, -1.54297, -0.71319], [1.63070, -3.54257, -1.90174], [1.19102, -3.80635, -4.31885], [-0.08397, -2.08317, -5.54599], [-0.92561, -0.09108, -4.36371], [1.39176, 0.95382, 2.82686], [2.83447, 0.37833, 2.10501], [3.91322, 0.05764, 2.79467], [5.02812, -0.35366, 1.93687], [4.45491, -0.11362, 0.52420], [3.04464, 0.20883, 0.79646], [3.91346, 0.01485, 3.80121], [5.26975, -1.40119, 2.10867], [5.90996, 0.25028, 2.13707], [4.53281, -0.99756, -0.10422], [4.93998, 0.72204, 0.02131], [2.46941, 0.69827, 0.12379]], "nbo_charge": [0.956, -0.238, -0.110, -0.212, 0.187, -0.463, 0.061, -0.064, -0.176, -0.189, -0.176, -0.264, -0.164, 0.250, 0.247, 0.240, 0.214, 0.226, 0.240, 0.234, 0.213, -0.712, 1.680, -0.471, -0.157, -0.196, -0.144, -0.217, -0.114, -0.475, -0.198, -0.218, -0.165, -0.215, -0.120, -0.443, -0.189, -0.190, -0.154, -0.208, -0.109, 0.238, 0.240, 0.241, 0.241, 0.219, 0.244, 0.242, 0.243, 0.244, 0.223, 0.208, 0.231, 0.241, 0.243, 0.229, -0.079, 0.341, -0.536, -0.230, -0.229, -0.583, 0.445, 0.226, 0.235, 0.227, 0.222, 0.439], "homo_energy_ha": [-0.492, -0.505], "s2": 6.02, "gap_ev": [8.4, 5.7], "spin_multiplicity": 5, "charge": 2}

---

# 6
{"formula": "C18H17BrN4O4", "method": "ωB97M-V with the def2-TZVPD basis set", "species": ["O", "C", "C", "C", "C", "C", "O", "N", "C", "C", "N", "C", "O", "C", "C", "C", "C", "C", "N", "C", "C", "Br", "C", "N", "O", "C", "C", "H", "H", "H", "H", "H", "H", "H", "H", "H", "H", "H", "H", "H", "H", "H", "H", "H"], "positions_angstrom": [[1.09640, 1.40539, 4.02338], [1.16974, 0.63027, 3.02099], [0.66129, -0.82037, 3.18690], [-0.75969, -1.31228, 2.68764], [-0.87793, -2.58921, 3.27214], [-0.11217, -2.75823, 4.39616], [0.69957, -1.40865, 4.39346], [1.74532, 0.80051, 1.76782], [1.95960, -0.08528, 0.80679], [1.34991, 0.50097, -0.35212], [1.42899, 1.83960, -0.45241], [0.61839, 2.72138, -1.12567], [1.04785, 3.77707, -1.44217], [-0.35842, 2.02987, -2.11183], [-1.39782, 2.89357, -2.73554], [-2.38278, 1.72865, -3.38006], [-1.71473, 0.51284, -3.06477], [-2.31920, -0.75757, -3.43864], [-1.78654, -1.64289, -2.36410], [-0.78921, -2.16702, -1.96736], [-0.80390, -2.67081, -0.80249], [0.62193, -3.83766, 0.00979], [-2.18090, -2.56107, -0.36889], [-2.78016, -1.88857, -1.50611], [-0.48836, 0.90668, -2.28483], [2.60582, 2.48352, 0.29504], [2.25119, 2.01301, 1.58410], [-0.94931, -0.88700, 1.82995], [-1.59849, -3.27688, 3.12439], [-0.08877, -3.42441, 5.27939], [1.59346, -1.09190, 1.18689], [2.86437, -0.35218, 0.47175], [1.36585, -0.19607, -1.28621], [0.15426, 0.33227, -0.09168], [-1.50796, 3.93704, -2.80685], [-3.03373, 1.94078, -4.08336], [-3.42700, -0.79318, -3.54802], [-1.93330, -1.09853, -4.22398], [-0.03625, -2.20184, -2.65806], [-2.75059, -2.96443, 0.47707], [2.56755, 3.32002, -0.09035], [3.58914, 1.84292, -0.13094], [3.17142, 2.27497, 2.37857], [1.51518, 2.89469, 2.12424]], "nbo_charge": [-0.561, 0.637, 0.220, -0.255, -0.292, 0.063, -0.429, -0.453, -0.254, -0.196, -0.450, 0.651, -0.577, 0.294, -0.328, -0.210, 0.177, -0.210, -0.127, -0.082, -0.135, 0.018, -0.091, -0.296, -0.392, -0.162, -0.222, 0.196, 0.218, 0.235, 0.262, 0.198, 0.207, 0.178, 0.230, 0.206, 0.276, 0.192, 0.210, 0.238, 0.225, 0.162, 0.190, 0.236], "homo_energy_ha": -0.306, "smiles": "O=C(c1ccco1)N1CCN(C(=O)c2ccc(Cn3cc(Br)cn3)o2)CC1", "gap_ev": 8.3, "spin_multiplicity": 1, "e_above_lowest_kj_mol": 0.0, "charge": 0}